Here is a cluster of 2 separate species, C7H14O in total in a non-equilibrium geometry from the Open Molecules 2025 dataset. Energies are from the ωB97M-V functional and the def2-TZVPD basis.

LUMO level	0.713	eV
ΔE to the lowest compared entry with this formula, charge and spin	1.968	eV
SMILES	C=C(C)/C(C)=C/C.O
HOMO energy	-8.48	eV

Geometry (Å):
O: -3.0702 0.5300 -3.3527
C: 1.1981 0.8036 2.5352
C: 0.5333 -0.3378 0.4307
C: 1.3304 2.0048 0.2546
C: 0.9875 0.8851 1.2307
C: 1.4626 -0.7624 -0.6239
C: -1.1209 -2.1767 0.1612
C: -0.5777 -0.9468 0.8429
H: -2.6844 -0.1099 -3.9727
H: 1.1836 -0.0803 3.1551
H: -0.8245 -3.0429 0.7902
H: 0.9346 2.9407 0.7073
H: 2.5067 -0.5006 -0.4281
H: 1.4414 -1.8669 -0.7493
H: -1.2282 -0.5813 1.6257
H: 1.5936 1.7006 3.0423
H: 2.3942 2.2681 0.2936
H: -0.7186 -2.3717 -0.8127
H: -2.1904 -2.2390 0.3448
H: 0.9436 1.9806 -0.7518
H: 1.2089 -0.2861 -1.5649
H: -2.7496 1.3495 -3.7352

Forces on atoms 1 to 6 (eV/Å):
O 0.39 -0.35 -0.58
C 0.90 1.68 0.41
C -0.29 1.29 3.02
C 0.11 2.17 2.52
C -0.11 -1.90 -2.45
C 0.45 -1.25 -0.83

=====

Here is a structure of composition C7H14O2 in a non-equilibrium geometry from the Open Molecules 2025 dataset. Energies are from the ωB97M-V functional and the def2-TZVPD basis.

LUMO level	0.482	eV
ΔE to the lowest compared entry with this formula, charge and spin	2.320	eV
HOMO energy	-8.95	eV

Geometry (Å):
O: 1.8737 -1.3969 -2.0436
O: 0.2525 -1.9131 0.1252
C: 1.8998 0.4413 0.3593
C: -0.7108 0.5718 1.0229
C: -1.2982 -0.9079 -1.4115
C: -1.6365 1.7235 0.7488
C: 0.5240 0.4133 -0.2336
C: -0.2594 -0.8491 -0.3053
C: -0.5718 0.0661 2.2444
H: 1.4654 -1.8892 -1.2867
H: -1.0936 2.6089 0.4084
H: -1.9012 -0.0037 -1.4984
H: 2.0603 -0.4005 1.0268
H: -2.1763 2.0117 1.6485
H: -0.7817 -1.0198 -2.3663
H: -2.3720 1.4730 -0.0113
H: 2.7561 -1.7481 -2.1377
H: 2.0408 1.3708 0.9162
H: -1.9459 -1.7723 -1.2520
H: -1.1496 0.4348 3.0790
H: 2.6401 0.4387 -0.4356
H: 0.3269 1.1376 -1.0228
H: 0.0574 -0.7908 2.4254

Forces on atoms 1 to 6 (eV/Å):
O -0.50 -0.41 0.37
O -1.31 0.92 0.25
C -0.03 0.41 0.13
C 1.41 2.43 -0.28
C -0.84 -0.01 0.69
C -0.06 0.06 0.05

=====

Here is a cluster of 2 separate species, C7H14O2 in total in a non-equilibrium geometry from the Open Molecules 2025 dataset. Energies are from the ωB97M-V functional and the def2-TZVPD basis.

LUMO level	0.722	eV
ΔE to the lowest compared entry with this formula, charge and spin	1.403	eV
SMILES	C1CCCC1.CC(=O)O
HOMO energy	-10.10	eV

Geometry (Å):
O: -2.1917 -0.1433 -1.3473
O: -0.1951 0.7474 -1.3208
C: -1.2767 0.6619 -1.8034
C: 0.7167 -1.7451 1.6318
C: 1.8802 -1.0754 2.3443
C: -1.9009 1.4582 -2.9386
C: 1.8804 0.4180 2.0373
C: 0.7108 0.5123 1.0234
C: 0.5425 -0.9132 0.3736
H: -0.3635 -1.0379 -0.1718
H: -1.2325 2.3074 -3.2956
H: 1.4448 -1.0705 -0.2526
H: 1.5940 0.9755 2.9988
H: 1.8404 -1.3738 3.4652
H: 0.8313 1.3231 0.3004
H: 2.8305 -1.4948 2.0408
H: 2.9170 0.9452 1.7594
H: -0.1893 -1.6435 2.2295
H: 0.9273 -2.7850 1.4117
H: -2.0426 0.7678 -3.7230
H: -2.8087 1.9639 -2.6276
H: -0.1406 0.9105 1.6864
H: -1.8326 -0.5208 -0.4878

Forces on atoms 1 to 6 (eV/Å):
O -1.13 -2.13 2.47
O 0.76 0.92 -1.36
C -0.56 2.09 -1.35
C -0.06 0.04 -0.43
C 1.07 -1.28 2.47
C 2.01 2.11 0.32

=====

Which of these has the highest HOMO energy?
C7H14O